Entry from the Open Molecules 2025 dataset: a cluster of 2 separate species, C5H12OSi in total (wB97M-V/def2-TZVPD).

Each line ends with the Löwdin charge.
Element x y z (Å)
C  -1.920  1.881  0.721  -0.053
C  -0.612  2.086  0.675  -0.229
C  -0.599  -1.334  -0.993  -0.149
C  0.866  -1.189  1.038  -0.132
C  0.650  -0.693  -0.393  -0.510
O  2.014  1.932  -0.151  -0.188
Si  0.590  1.207  -0.456  0.539
H  -2.562  2.422  1.402  0.055
H  -2.413  1.174  0.075  0.044
H  -0.179  2.827  1.337  0.058
H  -0.512  -2.419  -0.990  0.076
H  -1.485  -1.062  -0.423  0.062
H  -0.739  -0.999  -2.017  0.049
H  1.741  -0.723  1.487  0.068
H  1.013  -2.268  1.047  0.075
H  0.003  -0.959  1.660  0.073
H  1.504  -1.028  -0.994  0.101
H  2.777  1.722  -0.681  0.053
H  0.229  1.466  -2.615  0.008

Force components x, y, z for each atom (eV/Å):
-0.1 0.0 0.0
0.4 -0.3 -0.4
0.1 0.2 -0.1
0.1 0.2 -0.1
-0.1 0.2 0.2
0.2 0.3 0.4
-0.8 -0.3 -3.0
-0.1 0.1 0.1
-0.1 -0.1 -0.2
0.1 0.1 0.1
0.0 -0.1 0.0
-0.2 0.0 0.1
-0.1 0.0 -0.2
0.1 0.0 0.1
0.0 -0.1 0.0
-0.1 0.0 0.1
0.0 0.3 0.0
0.3 -0.1 -0.2
0.4 -0.2 2.9

As for the energy above the lowest of the compared OMol25 structures with the same formula, charge and spin: 1.635 eV. For the HOMO energy, the calculation gives -8.79 eV. As for the calculated total energy: -562.3995 hartree.

***

Entry from the Open Molecules 2025 dataset: a structure of composition C40H92CaN6O15 (wB97M-V/def2-TZVPD).

Each line ends with the Löwdin charge.
Element x y z (Å)
Ca  -0.512  0.606  -0.415  1.482
O  2.438  -1.236  1.601  0.129
C  1.604  -0.570  0.832  -0.824
O  0.924  -1.227  0.033  -0.098
O  1.568  0.709  0.946  -0.104
H  2.406  -2.141  1.369  0.040
N  -3.155  2.398  -1.814  -0.546
O  -2.552  1.448  -1.168  -0.201
O  -4.395  2.485  -1.721  0.009
O  -2.521  3.181  -2.512  0.010
C  -3.789  -3.652  0.800  -0.088
O  -2.983  -3.375  -0.354  -0.177
C  -3.401  -2.114  -0.838  -0.250
C  -2.655  -1.610  -2.046  -0.212
N  -1.247  -1.369  -1.846  -0.096
C  -0.530  -1.134  -3.122  -0.169
C  -0.462  0.303  -3.534  -0.179
O  0.268  1.084  -2.556  -0.347
C  0.553  2.398  -2.955  -0.083
H  -3.302  -3.319  1.698  0.059
H  -3.938  -4.724  0.782  0.092
H  -4.746  -3.101  0.784  0.073
H  -3.375  -1.341  -0.035  0.120
H  -4.518  -2.228  -1.043  0.143
H  -3.249  -0.715  -2.173  0.108
H  -2.888  -2.254  -2.937  0.139
H  -0.819  -2.145  -1.313  0.107
H  -0.934  -1.771  -3.901  0.126
H  0.462  -1.467  -3.020  0.090
H  -1.457  0.834  -3.668  0.143
H  0.064  0.452  -4.510  0.135
H  0.835  2.929  -2.012  0.109
H  -0.386  2.833  -3.211  0.067
H  1.365  2.475  -3.662  0.077
C  -1.159  -1.357  2.442  -0.031
O  -1.368  -0.028  1.874  -0.287
C  -1.073  0.996  2.841  -0.176
C  -1.381  2.340  2.200  -0.173
N  -0.591  2.620  0.985  -0.137
C  -1.158  3.783  0.346  -0.207
C  -1.393  5.104  1.104  -0.216
O  -1.618  6.092  0.147  -0.182
C  -2.890  6.045  -0.408  -0.109
H  -0.122  -1.673  2.382  0.078
H  -1.839  -2.073  1.943  0.073
H  -1.419  -1.264  3.516  0.100
H  -0.045  0.869  3.128  0.117
H  -1.740  0.830  3.728  0.134
H  -1.109  3.190  2.896  0.147
H  -2.429  2.462  1.946  0.085
H  0.386  2.702  1.213  0.093
H  -2.130  3.465  -0.059  0.089
H  -0.549  3.993  -0.553  0.127
H  -0.482  5.442  1.671  0.144
H  -2.298  5.069  1.761  0.119
H  -3.637  5.504  0.255  0.083
H  -2.878  5.475  -1.361  0.085
H  -3.226  7.041  -0.654  0.083
C  6.446  -4.598  0.179  -0.027
O  5.481  -3.543  0.634  -0.186
C  4.614  -4.059  1.623  -0.228
C  3.421  -4.782  1.015  -0.195
N  2.583  -3.834  0.295  -0.071
C  1.248  -4.315  0.015  -0.187
C  1.323  -5.055  -1.302  -0.210
O  1.813  -4.237  -2.352  -0.238
C  1.856  -4.766  -3.620  -0.130
H  6.712  -4.280  -0.821  0.054
H  6.010  -5.566  0.108  0.072
H  7.299  -4.587  0.791  0.071
H  4.148  -3.143  2.081  0.128
H  5.009  -4.676  2.427  0.121
H  2.835  -5.131  1.825  0.106
H  3.655  -5.635  0.334  0.121
H  2.985  -3.488  -0.574  0.088
H  0.591  -3.431  -0.196  0.101
H  0.881  -4.947  0.847  0.136
H  0.302  -5.452  -1.657  0.146
H  2.088  -5.852  -1.166  0.121
H  1.924  -3.930  -4.367  0.100
H  0.893  -5.300  -3.730  0.089
H  2.728  -5.403  -3.802  0.089
C  3.669  3.432  4.582  -0.068
C  3.835  2.589  3.395  -0.486
C  3.964  1.105  3.593  -0.059
O  2.637  2.740  2.581  -0.086
H  4.533  3.269  5.234  0.094
H  2.814  3.297  5.178  0.070
H  3.639  4.431  4.305  0.058
H  4.706  2.987  2.812  0.147
H  4.072  0.741  2.568  0.063
H  3.115  0.575  4.021  0.090
H  4.949  0.767  3.983  0.092
H  2.577  1.961  2.007  0.020
C  2.895  -0.210  -3.969  -0.040
C  4.281  0.424  -3.866  -0.542
C  4.303  1.328  -2.629  -0.119
C  4.374  0.501  -1.335  -0.158
C  5.516  -0.503  -1.415  -0.106
C  5.559  -1.452  -2.679  -0.516
N  5.446  -0.483  -3.795  -0.045
O  5.293  -1.232  -5.010  -0.043
C  6.864  -2.173  -2.786  -0.052
C  4.463  -2.531  -2.678  -0.028
C  4.373  1.304  -5.082  -0.041
H  2.183  0.573  -4.262  0.057
H  2.475  -0.645  -3.058  0.073
H  2.840  -0.831  -4.864  0.093
H  5.238  1.894  -2.733  0.123
H  3.411  2.031  -2.716  0.127
H  3.409  0.024  -1.093  0.095
H  4.546  1.212  -0.514  0.117
H  5.516  -1.155  -0.518  0.117
H  6.472  -0.012  -1.410  0.107
H  7.130  -2.720  -1.872  0.060
H  6.858  -2.825  -3.702  0.099
H  7.713  -1.372  -2.905  0.122
H  3.611  -2.204  -1.981  0.086
H  4.097  -2.632  -3.691  0.067
H  4.745  -3.514  -2.204  0.094
H  5.356  1.777  -5.111  0.098
H  3.640  2.091  -4.958  0.074
H  4.042  0.731  -5.953  0.089
H  6.149  -1.302  -5.393  0.086
C  -5.299  4.013  1.627  -0.024
C  -5.676  2.830  2.515  -0.521
C  -7.201  3.028  3.035  -0.122
C  -7.787  1.832  3.783  -0.192
C  -7.652  0.715  2.750  -0.169
C  -6.277  0.373  2.225  -0.493
N  -5.715  1.672  1.690  -0.065
O  -4.384  1.297  1.155  -0.067
C  -5.341  -0.393  3.196  -0.023
C  -6.472  -0.538  1.005  -0.032
C  -4.827  2.623  3.748  -0.015
H  -5.905  4.094  0.744  0.093
H  -4.294  3.801  1.312  0.039
H  -5.297  4.940  2.194  0.092
H  -7.154  3.993  3.508  0.103
H  -7.813  3.096  2.080  0.132
H  -8.894  2.001  3.975  0.125
H  -7.303  1.674  4.794  0.119
H  -8.331  1.075  1.973  0.119
H  -7.994  -0.308  3.187  0.149
H  -4.300  -0.232  2.919  0.073
H  -5.341  -0.142  4.241  0.064
H  -5.545  -1.452  3.129  0.076
H  -7.238  -1.271  1.399  0.101
H  -6.805  -0.021  0.111  0.096
H  -5.614  -1.183  0.834  0.032
H  -3.813  2.390  3.479  0.053
H  -5.175  1.750  4.287  0.052
H  -4.714  3.503  4.404  0.103
H  -4.520  1.588  0.209  0.077

Force components x, y, z for each atom (eV/Å):
-0.2 -0.1 0.5
0.9 2.2 1.8
0.6 2.0 0.1
-1.1 -0.2 -1.1
-0.2 -1.5 -0.2
0.0 -2.5 -1.0
-0.9 -0.6 0.0
-0.4 0.8 -0.6
0.8 -0.3 0.4
0.4 -0.2 0.1
0.1 -0.2 -0.8
-0.3 0.5 0.6
-1.2 0.0 0.4
-1.6 -0.9 -0.4
0.4 -0.1 0.1
-0.6 -0.2 0.7
-0.7 2.2 -1.1
0.2 -1.7 0.0
-0.1 0.7 2.0
0.4 -0.1 0.5
-0.2 -0.2 0.4
0.2 -0.5 -0.3
0.3 -0.3 -0.2
1.2 0.5 -0.4
0.5 0.8 -0.6
0.4 0.2 0.6
-0.3 0.5 -0.7
-0.4 0.1 -0.5
1.4 -0.5 0.4
0.8 -0.9 0.2
-0.3 -0.5 0.6
0.2 -0.3 -0.8
-0.5 0.7 -0.9
0.1 -0.1 -0.5
-0.9 1.0 0.4
0.2 -1.0 0.1
-1.3 -0.2 -0.2
1.4 1.3 0.9
-0.9 -0.6 0.4
-0.2 0.3 -1.1
0.8 -0.2 0.6
0.4 0.8 0.2
-1.3 -1.4 -0.8
0.1 0.0 -0.2
0.6 0.5 0.2
0.0 -0.4 -0.5
0.6 0.3 0.3
0.5 0.3 -0.6
-0.5 -1.1 0.0
-0.1 -0.4 -0.1
0.4 0.4 0.3
0.3 0.2 0.3
-0.2 0.3 0.4
-0.8 -0.5 -0.3
0.8 -0.2 -0.1
0.8 0.9 -0.6
-0.1 0.2 0.4
-0.1 0.4 0.2
-1.8 2.5 -0.7
1.5 -2.2 0.0
-1.7 1.3 -0.2
0.4 0.3 -1.6
-0.1 0.9 1.0
-0.4 1.0 -1.4
-0.8 -1.9 -1.2
0.3 1.9 1.8
-0.8 0.1 -1.0
0.2 -0.1 -0.1
-0.6 -0.8 0.2
1.1 -0.1 1.0
0.6 -0.8 -0.1
0.9 0.0 -0.1
-0.6 -0.7 0.9
0.4 0.2 0.7
0.2 -0.1 0.3
0.4 -0.7 0.8
0.0 0.3 -0.6
1.3 0.1 0.7
-0.8 -0.3 -0.2
-0.2 -0.6 0.8
0.5 -0.2 -0.7
-0.1 -0.3 0.1
1.5 -0.5 1.2
-1.1 -0.4 -1.6
1.8 -0.8 -0.9
0.4 0.5 0.2
0.0 0.2 0.0
-1.4 -0.8 0.5
0.2 2.1 -0.6
-0.4 -0.5 0.4
-0.3 -0.4 -0.1
0.0 0.3 0.3
-0.7 0.4 0.5
-0.2 -0.1 -0.1
-0.8 0.1 -0.5
-0.9 0.3 1.3
-0.2 0.0 -0.2
-0.3 0.7 -0.2
0.0 -1.7 0.2
-1.3 0.9 1.2
-0.3 -0.3 -1.0
-0.8 -0.5 0.1
2.6 1.4 -0.9
-1.5 0.3 2.1
0.1 0.1 -0.1
0.3 0.2 0.4
0.4 -0.3 -0.3
0.1 -0.7 0.4
-0.2 0.3 0.3
1.2 -0.8 0.4
0.3 0.0 -0.3
0.1 -0.4 0.0
-0.1 0.2 -0.4
0.5 0.6 0.0
-0.4 0.0 -0.4
0.2 0.4 1.0
-1.3 -1.5 0.0
0.9 -0.3 -1.3
-0.2 -0.5 0.0
0.2 0.9 -0.8
0.0 -0.2 -0.6
-0.2 0.4 0.0
0.7 0.3 -0.2
1.2 0.1 -0.4
0.5 -0.5 1.1
-2.2 0.3 1.2
0.8 -0.2 -2.2
0.0 0.6 0.8
-1.0 -2.2 2.1
1.0 1.7 -0.9
0.4 -2.7 -1.2
-1.3 1.4 -0.7
0.2 0.3 -0.2
-0.9 -1.4 1.4
0.8 0.6 0.4
-0.5 0.0 -0.3
0.6 0.2 -0.3
-0.1 0.2 0.0
-0.5 0.3 0.6
0.6 0.4 1.0
1.3 -0.2 -0.1
-0.4 -0.1 -1.2
0.2 -0.7 -0.4
-0.1 1.7 -0.7
0.0 -0.1 -0.5
-0.6 0.3 0.5
-0.1 -0.4 0.0
0.4 0.6 -0.9
0.0 0.0 0.0
0.3 0.5 -0.3
0.6 -0.2 -0.4
-0.1 0.4 0.3
-0.5 -0.2 -0.1
0.6 -0.5 0.9

For the HOMO energy, the calculation gives -8.39 eV. As for the calculated total energy: -3713.8450 hartree.

***

Entry from the Open Molecules 2025 dataset: a cluster of 2 separate species, C4H9N in total (wB97M-V/def2-TZVPD).

Each line ends with the Löwdin charge.
Element x y z (Å)
C  -2.464  1.311  -0.691  -0.033
N  -2.491  0.822  -1.967  -0.103
C  -1.635  1.341  -2.920  -0.235
H  -2.871  0.780  0.242  0.069
H  -2.241  2.386  -0.368  0.072
H  -2.098  1.116  -3.943  0.098
H  -0.670  0.866  -3.009  0.073
H  -1.360  2.372  -2.863  0.059
C  2.640  -2.356  2.995  -0.133
C  2.706  -1.338  2.122  -0.134
H  2.456  -2.116  4.083  0.050
H  3.078  -3.421  2.795  0.078
H  2.442  -0.256  2.517  0.077
H  2.508  -1.508  1.009  0.061

Force components x, y, z for each atom (eV/Å):
-1.1 -0.4 -2.9
0.1 -0.1 7.7
-0.4 0.6 -3.6
0.1 0.2 -2.1
0.6 -1.2 -1.0
0.6 0.6 1.2
0.2 -0.8 0.5
-0.2 1.2 0.2
1.8 -0.7 0.9
-2.6 1.1 -0.2
0.4 -0.4 -1.2
-1.6 2.0 0.0
0.6 -2.3 -1.0
1.3 0.3 1.5

As for the energy above the lowest of the compared OMol25 structures with the same formula, charge and spin: 3.501 eV. For the HOMO energy, the calculation gives -9.46 eV. As for the calculated total energy: -212.4225 hartree.

***

> Look up the calculated total energy of the third one.

-212.4225 hartree

***

> Which formula does entry 2 have?

C40H92CaN6O15

***

Please write out number 1 again, unchanged.
Entry from the Open Molecules 2025 dataset: a cluster of 2 separate species, C5H12OSi in total (wB97M-V/def2-TZVPD).

Each line ends with the Löwdin charge.
Element x y z (Å)
C  -1.920  1.881  0.721  -0.053
C  -0.612  2.086  0.675  -0.229
C  -0.599  -1.334  -0.993  -0.149
C  0.866  -1.189  1.038  -0.132
C  0.650  -0.693  -0.393  -0.510
O  2.014  1.932  -0.151  -0.188
Si  0.590  1.207  -0.456  0.539
H  -2.562  2.422  1.402  0.055
H  -2.413  1.174  0.075  0.044
H  -0.179  2.827  1.337  0.058
H  -0.512  -2.419  -0.990  0.076
H  -1.485  -1.062  -0.423  0.062
H  -0.739  -0.999  -2.017  0.049
H  1.741  -0.723  1.487  0.068
H  1.013  -2.268  1.047  0.075
H  0.003  -0.959  1.660  0.073
H  1.504  -1.028  -0.994  0.101
H  2.777  1.722  -0.681  0.053
H  0.229  1.466  -2.615  0.008

Force components x, y, z for each atom (eV/Å):
-0.1 0.0 0.0
0.4 -0.3 -0.4
0.1 0.2 -0.1
0.1 0.2 -0.1
-0.1 0.2 0.2
0.2 0.3 0.4
-0.8 -0.3 -3.0
-0.1 0.1 0.1
-0.1 -0.1 -0.2
0.1 0.1 0.1
0.0 -0.1 0.0
-0.2 0.0 0.1
-0.1 0.0 -0.2
0.1 0.0 0.1
0.0 -0.1 0.0
-0.1 0.0 0.1
0.0 0.3 0.0
0.3 -0.1 -0.2
0.4 -0.2 2.9

As for the energy above the lowest of the compared OMol25 structures with the same formula, charge and spin: 1.635 eV. For the HOMO energy, the calculation gives -8.79 eV. As for the calculated total energy: -562.3995 hartree.

***

> calculated total energy of number 2 (C40H92CaN6O15)?

-3713.8450 hartree